{"formula": "C50H106F2N8O10S2", "method": "ωB97M-V with the def2-TZVPD basis set", "symbols": ["C", "C", "O", "N", "H", "H", "C", "H", "H", "H", "H", "H", "H", "C", "C", "O", "N", "H", "H", "C", "H", "H", "H", "H", "H", "H", "C", "C", "C", "C", "C", "C", "N", "O", "C", "C", "C", "H", "H", "H", "H", "H", "H", "H", "H", "H", "H", "H", "H", "H", "H", "H", "H", "H", "H", "C", "C", "C", "C", "C", "C", "N", "O", "C", "C", "C", "H", "H", "H", "H", "H", "H", "H", "H", "H", "H", "H", "H", "H", "H", "H", "H", "H", "H", "C", "C", "C", "C", "C", "C", "N", "O", "C", "C", "C", "H", "H", "H", "H", "H", "H", "H", "H", "H", "H", "H", "H", "H", "H", "H", "H", "H", "H", "C", "C", "C", "C", "C", "C", "N", "O", "C", "C", "C", "H", "H", "H", "H", "H", "H", "H", "H", "H", "H", "H", "H", "H", "H", "H", "H", "H", "H", "C", "C", "C", "N", "C", "C", "C", "C", "C", "H", "H", "H", "H", "H", "H", "H", "H", "H", "H", "H", "H", "H", "H", "H", "H", "H", "H", "N", "S", "O", "O", "F", "S", "O", "O", "F"], "xyz": [[-2.330857, 1.710007, 1.719819], [-3.779227, 1.776987, 1.435279], [-4.489257, 0.851707, 1.811159], [-4.303477, 3.117577, 0.903019], [-3.958857, 3.872817, 1.478299], [-3.706367, 3.155957, 0.089339], [-5.778117, 3.225557, 0.620559], [-2.120847, 2.653517, 2.223579], [-1.766117, 1.883787, 0.803869], [-1.909927, 0.830437, 2.206929], [-6.297197, 3.161827, 1.576899], [-6.061167, 2.372477, 0.003919], [-6.001187, 4.208417, 0.205429], [0.856803, -4.199053, 2.610219], [1.706013, -5.094863, 1.753119], [2.809613, -4.708483, 1.377929], [1.050263, -6.300563, 1.137119], [1.579733, -7.144623, 1.302419], [0.259683, -6.551333, 1.713479], [0.863383, -6.205363, -0.373911], [-0.154537, -4.601523, 2.667659], [0.907743, -3.116193, 2.496569], [1.222203, -4.495653, 3.593379], [0.462983, -5.220183, -0.613061], [0.166633, -7.029693, -0.525991], [1.916243, -6.410993, -0.567021], [0.673553, -1.088203, -1.945521], [0.952323, -2.205323, -3.027321], [-0.437827, -2.654123, -3.540451], [-0.335297, -3.551373, -4.849791], [0.422233, -2.707793, -5.931161], [1.836173, -2.257443, -5.544151], [1.737263, -1.573033, -4.129781], [2.683313, -0.658633, -3.697091], [2.348333, -1.326403, -6.630971], [2.883803, -3.401743, -5.517351], [1.702953, -3.428663, -2.526601], [-0.003267, -0.260953, -2.159261], [1.543593, -0.582653, -1.526531], [0.242933, -1.530423, -1.047131], [-1.086657, -1.793753, -3.704421], [-0.989617, -3.319383, -2.876331], [-1.357647, -3.765443, -5.161371], [0.019423, -4.530753, -4.528721], [-0.185007, -1.804623, -5.991471], [0.351743, -3.093283, -6.948281], [3.399743, -1.087793, -6.470621], [1.855683, -0.356113, -6.693651], [2.360193, -1.629333, -7.677971], [2.755483, -4.016123, -6.408501], [2.636203, -4.198683, -4.816141], [3.941423, -3.159023, -5.414321], [1.498283, -4.484113, -2.706181], [1.620043, -3.558883, -1.447591], [2.782223, -3.384643, -2.672681], [-1.664327, 1.332077, 4.939329], [-0.484057, 0.598327, 4.311479], [-0.205847, 1.381577, 2.986249], [1.187803, 1.219867, 2.371149], [2.173233, 1.671817, 3.472639], [2.156173, 0.691957, 4.766239], [0.760953, 0.573467, 5.222249], [0.501803, 0.289537, 6.552369], [3.034733, 1.565107, 5.835889], [2.822703, -0.701683, 4.441169], [-0.842777, -0.876593, 3.847909], [-1.512237, 2.404447, 5.061799], [-1.775257, 0.948247, 5.953449], [-2.605087, 1.206637, 4.403289], [-0.370397, 2.441997, 3.177369], [-1.001647, 1.187087, 2.267229], [1.280353, 1.751587, 1.424129], [1.302213, 0.154257, 2.172429], [2.067583, 2.736557, 3.680659], [3.166313, 1.733347, 3.027549], [3.063973, 1.122277, 6.831459], [2.729513, 2.588287, 6.055109], [3.952443, 1.749517, 5.277419], [2.263533, -1.334563, 3.752059], [2.730863, -1.299123, 5.348209], [3.807303, -0.729123, 3.974369], [-1.584517, -0.910683, 3.049939], [-1.409217, -1.330013, 4.661319], [0.051743, -1.496903, 3.791729], [-4.173877, -5.040783, 0.366739], [-4.584807, -3.810603, -0.415401], [-5.717687, -3.081703, 0.344819], [-5.220487, -2.222133, 1.489429], [-4.311117, -1.171883, 0.896209], [-2.986357, -1.848343, 0.336519], [-3.436597, -2.934773, -0.629021], [-2.545417, -3.218723, -1.706921], [-2.165217, -2.411583, 1.507129], [-2.137587, -0.806843, -0.421031], [-5.253247, -4.270223, -1.748221], [-3.661737, -4.872843, 1.314159], [-3.500837, -5.600663, -0.282611], [-5.031977, -5.648873, 0.653099], [-6.541427, -3.679423, 0.735049], [-6.199187, -2.559293, -0.481831], [-4.633117, -2.848413, 2.160899], [-6.002157, -1.853813, 2.153809], [-4.120487, -0.394843, 1.636459], [-4.774197, -0.577033, 0.108939], [-1.302517, -2.888503, 1.041949], [-2.627407, -3.032343, 2.274679], [-1.796647, -1.644283, 2.187959], [-1.158007, -1.209213, -0.679151], [-2.055037, 0.080237, 0.206969], [-2.753227, -0.590863, -1.294201], [-6.280377, -4.561603, -1.528701], [-4.771497, -5.113143, -2.243701], [-5.194927, -3.457343, -2.472051], [-2.483797, 4.732757, -2.188301], [-1.242087, 5.650237, -1.907221], [-1.437317, 6.695827, -0.721001], [-1.155357, 6.068917, 0.687439], [0.182613, 5.288437, 0.730069], [0.294753, 4.131047, -0.214651], [-0.114687, 4.623047, -1.602811], [0.277163, 3.773727, -2.623981], [-0.717797, 3.070467, 0.226449], [1.750643, 3.545187, -0.146911], [-0.815527, 6.507847, -3.266751], [-2.366087, 4.004887, -2.991081], [-3.343857, 5.332687, -2.485781], [-2.886667, 4.227977, -1.310241], [-2.403587, 7.199397, -0.691911], [-0.686027, 7.474767, -0.851071], [-1.955087, 5.482677, 1.140059], [-1.056917, 6.874567, 1.414979], [0.203193, 5.049137, 1.793279], [0.992143, 5.990747, 0.531259], [-1.772017, 3.296897, 0.385939], [-0.514587, 2.880207, 1.280309], [-0.590617, 2.167497, -0.370681], [2.027123, 3.122317, 0.818929], [2.367533, 4.443407, -0.174271], [1.983083, 2.842147, -0.946791], [-0.038227, 7.251407, -3.090641], [-1.770217, 6.922587, -3.590261], [-0.502837, 5.934417, -4.139391], [4.528563, 4.268507, 0.130039], [3.964563, 2.863647, 0.651019], [4.733543, 1.578267, 0.135819], [3.873713, 0.292847, -0.164801], [3.447903, -0.336663, 1.163269], [4.659673, -0.757243, -1.087291], [4.360453, -0.345733, -2.515631], [3.261943, 0.808027, -2.441991], [2.624913, 0.579387, -1.058111], [3.979333, 5.174397, 0.386549], [4.504723, 4.252467, -0.959581], [5.581423, 4.348097, 0.400709], [2.966223, 2.904227, 0.215389], [3.600143, 2.870087, 1.678279], [5.606783, 1.276247, 0.714049], [5.142093, 1.733367, -0.862741], [2.987153, 0.424597, 1.792779], [4.372073, -0.769023, 1.546769], [2.714203, -1.129633, 1.018389], [4.281693, -1.764163, -0.910251], [5.663323, -0.548623, -0.716801], [4.163323, -1.158713, -3.214421], [5.271283, -0.027503, -3.022811], [2.576513, 0.696387, -3.282121], [3.633113, 1.817767, -2.617381], [2.073723, -0.359413, -1.112241], [2.061633, 1.397567, -0.609321], [1.292533, 0.011147, 0.641919], [-0.000267, 0.448297, 0.041319], [-0.770667, 1.409417, 0.789019], [-0.679207, -0.304843, -0.922391], [0.669683, 1.504807, -0.928791], [0.673263, -1.502863, 1.071269], [0.871673, -2.646693, 0.153329], [-0.505067, -1.555813, 1.974889], [1.932683, -1.771113, 2.000079]], "forces_ev_per_angstrom": [[-11.3, 3.5, 1.9], [-0.5, -2.5, 4.6], [-1.3, 7.6, -0.2], [0.2, -1.5, -0.5], [-0.1, 0.3, 0.7], [-0.4, 0.7, -1.1], [-0.3, -0.2, 0.5], [0.0, -0.3, 0.7], [-6.2, 0.8, 0.4], [-4.5, -0.5, -0.3], [0.1, -0.1, 0.0], [0.0, 0.3, -0.1], [0.2, -0.2, -0.3], [-0.7, -2.4, 1.2], [2.9, 3.8, -1.9], [-2.8, -2.2, 0.7], [0.1, 0.0, 1.6], [1.2, -0.4, 0.0], [-1.2, 0.4, -0.2], [0.2, -0.6, 1.9], [-0.3, 0.4, -0.2], [0.2, -2.0, 0.3], [0.2, 0.4, 0.6], [0.2, -0.3, -0.1], [0.3, 0.1, -0.9], [-0.4, 0.3, -1.7], [2.4, -5.0, -4.4], [-1.6, 0.7, 0.4], [0.1, -1.2, -1.9], [0.0, 1.5, 0.6], [-1.2, -0.5, 1.4], [0.3, -0.1, -1.6], [5.0, 2.5, 0.5], [-8.3, -9.8, -5.9], [1.0, 2.1, 0.2], [-0.7, -1.4, 1.0], [1.8, -0.9, 1.9], [1.9, -1.1, -4.2], [-6.9, -3.9, -6.1], [2.2, -2.3, -3.7], [0.1, 0.1, -0.2], [0.9, 0.4, 0.5], [0.0, 0.2, -0.3], [0.7, 0.1, -0.5], [0.0, 0.3, -0.1], [0.6, -0.4, 0.2], [0.1, 0.0, 0.2], [-0.4, 0.0, 0.4], [-0.5, -1.1, 0.3], [0.0, 0.7, -0.7], [0.1, 0.3, 0.6], [-0.2, 0.5, 0.0], [-0.9, 0.3, -1.7], [0.0, 1.0, 0.0], [0.1, 0.3, -0.2], [0.3, -0.4, 1.7], [-0.1, 0.7, -2.3], [2.4, 0.3, 2.1], [-0.2, 1.0, 5.7], [-0.3, -0.5, -0.5], [1.9, 3.3, -0.9], [-2.6, -2.5, 7.6], [2.0, 1.9, -8.7], [-0.8, -0.7, -0.5], [-1.7, -0.7, 0.7], [-0.7, 1.1, 5.9], [0.3, 0.0, -0.2], [-0.5, -0.1, 0.0], [0.2, -0.4, -0.1], [0.3, 0.3, 0.4], [4.6, -0.5, 3.8], [0.4, 0.4, 1.2], [0.5, 2.3, 3.0], [-0.7, 0.0, 0.8], [0.4, -0.8, 0.7], [0.7, -0.5, -0.4], [-1.0, 0.0, -0.5], [0.5, -0.7, 0.6], [-0.4, 0.8, 0.4], [0.8, 0.2, 0.3], [0.2, 0.9, 0.8], [0.1, 1.9, 2.3], [0.0, 0.1, 0.7], [-0.3, 0.4, 0.1], [1.5, -1.1, 0.5], [-2.4, -0.3, -0.6], [-0.5, 0.9, 0.2], [0.1, 0.0, -0.5], [1.0, -2.7, -0.8], [-3.4, 0.4, 1.3], [5.9, -1.5, -4.3], [-6.0, 1.7, 6.8], [-4.3, -2.8, -1.2], [-11.9, -5.7, 3.3], [1.1, 0.0, -0.4], [0.1, 0.5, -0.1], [-0.1, -0.3, 0.1], [-0.2, 0.2, -0.6], [0.5, -1.0, -0.4], [-0.2, 0.9, 0.4], [0.0, -0.1, 0.1], [-0.3, 0.3, -0.5], [1.5, -2.9, -0.4], [-0.3, -0.5, -0.4], [-1.1, -0.9, 0.1], [-0.6, -0.8, -0.8], [-4.8, -1.0, -1.9], [-5.6, -8.1, 1.7], [-1.9, -1.2, 0.3], [0.4, 0.2, -0.3], [0.1, 0.2, 0.0], [0.2, -0.1, 0.3], [-0.4, 0.1, 0.1], [-0.4, 0.4, -0.2], [0.4, 1.1, -1.4], [1.0, -1.6, 0.8], [0.5, 0.5, -0.8], [-0.9, 2.0, 0.5], [-0.2, 0.9, -0.2], [1.5, -5.6, -4.7], [-2.3, 5.6, 6.2], [0.5, 7.2, -3.1], [-3.7, 3.3, -1.4], [-0.8, -1.3, 0.8], [0.5, 0.1, 0.1], [0.3, 0.5, -0.2], [0.5, -0.1, 0.3], [-0.1, -0.3, -0.6], [0.0, 0.0, -0.1], [-0.4, -0.3, -0.4], [0.1, 0.2, -0.2], [0.8, -0.8, -0.1], [0.1, 0.1, 0.1], [0.4, 1.4, -1.4], [1.5, 2.7, -0.3], [-1.3, 6.4, -2.4], [-3.0, 0.8, 0.3], [-0.1, -0.2, -0.5], [-0.1, 1.5, 0.0], [-0.3, 0.0, 0.4], [0.1, 0.6, 0.3], [0.1, -0.6, 0.4], [1.1, -1.8, 0.1], [0.8, -0.2, -1.4], [-0.3, 0.2, -0.9], [-1.1, -0.4, 0.1], [2.7, 0.3, -2.2], [-0.5, 1.6, 1.3], [1.6, 2.7, 0.7], [1.8, 1.2, 2.0], [7.0, 2.1, 0.4], [0.1, -0.3, 0.7], [0.1, -0.2, -0.2], [-0.1, 0.4, 0.1], [4.6, -2.1, -0.3], [1.3, -0.1, 0.5], [-0.3, -0.2, 0.4], [0.1, 0.8, 0.1], [1.1, -0.4, -0.2], [0.0, 0.2, 0.5], [3.9, 1.6, -1.6], [0.2, 0.1, 0.7], [0.3, -0.9, -0.6], [0.0, -0.7, 0.5], [0.2, 0.7, 0.2], [-0.3, 1.8, 0.6], [0.5, 0.1, 0.5], [7.7, 3.5, 5.1], [3.3, -1.4, -0.5], [-3.5, -7.7, -3.1], [0.6, 2.4, -0.5], [10.1, -15.6, -2.4], [6.6, 16.1, -0.1], [-2.6, 1.1, -2.9], [0.5, -3.2, 0.9], [-0.8, 2.2, 2.6], [13.7, 2.9, -6.4], [-1.8, -2.1, 2.4]], "e_homo_ev": -21.0, "e_above_lowest_kj_mol": 5828.63, "fmax_ev_per_a": 18.7, "total_charge": 6}